Density functional theory data (ωB97M-V/def2-TZVPD) for a structure of composition C29H44BBe3Cl2F3N4O10S3 in a non-equilibrium geometry.

```
! RIJCOSX wB97M-V def2-TZVPD def2/J DEFGRID3
* xyz 2 1
O -2.631 1.750 6.083
C -2.507 2.653 5.215
O -1.527 3.420 5.143
C -3.633 2.777 4.144
C -2.961 2.747 2.773
C -2.733 1.332 2.171
C -3.091 0.156 3.102
C -2.223 -1.081 2.697
S -0.904 -1.410 3.890
C 0.095 0.007 3.707
N 0.236 0.776 2.679
N 1.086 1.781 3.016
C 1.455 1.567 4.238
O 0.860 0.456 4.710
N -4.261 4.114 4.404
N -5.681 3.898 4.657
C -5.996 3.867 5.832
S -6.313 3.657 7.339
H -4.420 2.036 4.279
H -2.018 3.278 2.775
H -3.611 3.299 2.083
H -1.704 1.278 1.823
H -3.361 1.229 1.264
H -2.861 0.319 4.154
H -4.174 -0.135 2.898
H -1.674 -0.855 1.685
H -2.801 -2.005 2.665
H 2.122 2.169 4.833
H -3.877 4.470 5.277
C 0.309 7.000 4.198
C -1.119 6.754 3.772
O -1.408 5.314 3.597
H 1.007 6.612 3.457
H 0.488 8.066 4.323
H 0.528 6.495 5.141
H -1.334 7.240 2.824
H -1.821 7.127 4.521
H -1.233 4.814 4.464
Be -1.378 -1.264 0.184
C -0.167 -4.460 -6.232
C -0.042 -3.096 -5.562
C 1.321 -2.859 -4.917
C 1.676 -3.815 -3.777
C 0.674 -3.831 -2.622
C 0.567 -2.479 -1.929
H -0.065 -5.279 -5.516
H -1.143 -4.561 -6.707
H 0.597 -4.580 -7.003
H -0.843 -2.974 -4.822
H -0.203 -2.325 -6.316
H 1.364 -1.826 -4.553
H 2.093 -2.936 -5.686
H 2.664 -3.545 -3.391
H 1.777 -4.831 -4.165
H 0.994 -4.578 -1.891
H -0.311 -4.149 -2.972
H 1.531 -2.157 -1.532
H -0.146 -2.549 -1.077
H 0.198 -1.706 -2.605
B -1.068 -9.408 -6.638
O -0.862 -9.472 -5.093
C -1.435 -8.503 -4.597
O -1.438 -8.271 -3.320
C -2.110 -7.631 -5.654
O -2.726 -6.632 -5.423
O -1.888 -8.172 -6.821
F -1.742 -10.516 -7.037
F 0.141 -9.297 -7.249
C 4.696 0.727 -7.567
C 3.904 1.279 -8.759
C 3.170 0.099 -9.408
S 2.889 -1.100 -8.101
O 3.650 -2.287 -8.387
O 1.481 -1.157 -7.793
C 3.732 -0.184 -6.813
H 5.074 1.524 -6.928
H 5.550 0.149 -7.926
H 3.178 2.014 -8.404
H 4.552 1.780 -9.476
H 2.213 0.397 -9.828
H 3.778 -0.380 -10.173
H 4.230 -0.876 -6.137
H 2.982 0.395 -6.274
Be -3.029 0.509 7.780
Cl -0.425 4.716 2.203
F 4.678 4.189 10.029
C 3.663 3.813 9.246
C 3.182 2.521 9.340
C 2.126 2.135 8.529
C 1.572 3.039 7.631
C 2.072 4.333 7.547
C 3.121 4.727 8.362
H 3.633 1.831 10.040
H 1.735 1.129 8.598
H 0.747 2.735 6.995
H 1.643 5.036 6.844
H 3.520 5.732 8.319
Cl -2.582 -8.612 -2.136
Be -5.577 0.571 2.001
*
```

- F_max: 2.9 eV Å⁻¹
- HOMO level: -12.303 eV

Löwdin atomic charge list, values in e, 2 entries:
1 O -0.16
2 C -0.58

=====

Density functional theory data (ωB97M-V/def2-TZVPD) for an isolated molecule of C3H8N6 in a non-equilibrium geometry.

```
! RIJCOSX wB97M-V def2-TZVPD def2/J DEFGRID3
* xyz 0 1
C 2.083 -1.409 -0.016
C 1.657 1.045 -0.017
C -0.893 0.515 -0.076
H 1.543 -2.332 -0.314
H 2.337 -1.657 1.033
H 3.046 -1.282 -0.553
H 2.716 1.195 -0.008
H -0.980 2.532 -0.317
H -2.766 1.159 0.503
H -2.509 -1.252 0.823
H -2.654 -1.333 -0.806
N 1.188 -0.242 -0.085
N 0.958 2.077 0.006
N -0.369 1.791 0.000
N -2.292 0.506 -0.102
N -2.887 -0.762 0.005
N -0.177 -0.551 -0.076
*
```

- Energy above the lowest of the compared OMol25 structures with the same formula, charge and spin: 34.0 kcal per mole
- F_max: 3.0 eV Å⁻¹
- SMILES string: CN1C=NNC(NN)=N1
- HOMO level: -6.934 eV

Löwdin atomic charge list, values in e, 2 entries:
1 C -0.06
2 C -0.21

=====

Density functional theory data (ωB97M-V/def2-TZVPD) for a cluster of 2 separate species, C4H2N2S in total in a non-equilibrium geometry.

```
! RIJCOSX wB97M-V def2-TZVPD def2/J DEFGRID3
* xyz 0 1
C -1.493 0.582 -0.162
C -0.344 -1.498 0.141
C 1.619 0.773 -0.388
C -0.733 -0.223 0.544
N -2.196 1.326 -0.744
N -0.074 -2.549 -0.305
S 2.796 -0.169 -0.159
H 0.981 1.589 -0.495
H -0.556 0.171 1.568
*
```

- Energy above the lowest of the compared OMol25 structures with the same formula, charge and spin: 95.2 kcal per mole
- F_max: 6.8 eV Å⁻¹
- HOMO level (alpha / beta): -9.045 / -8.046 eV

Löwdin atomic charge list, values in e, 2 entries:
1 C -0.34
2 C -0.30

=====

Density functional theory data (ωB97M-V/def2-TZVPD) for a structure of composition C17H30AlBrF3O2S in a non-equilibrium geometry.

```
! RIJCOSX wB97M-V def2-TZVPD def2/J DEFGRID3
* xyz -1 1
C -3.342 -1.988 -5.565
C -3.288 -1.324 -4.571
C -3.058 -0.439 -3.433
C -1.553 -0.192 -3.155
C -1.320 1.170 -2.442
Al -0.610 1.052 -0.551
C 0.066 -0.789 -0.052
C -1.043 -1.757 0.438
C 0.895 2.449 -0.348
S 0.779 3.920 -1.414
C 0.065 5.181 -0.347
C -1.467 5.204 -0.330
C -2.081 1.493 0.840
C -1.566 1.350 2.231
C -0.815 2.584 2.745
Br -3.060 0.954 3.564
H -3.658 -2.554 -6.411
H -3.495 -0.897 -2.542
H -3.580 0.501 -3.599
H -1.034 -0.228 -4.110
H -1.210 -0.994 -2.503
H -2.234 1.771 -2.442
H -0.609 1.751 -3.033
H 0.668 -1.264 -0.827
H 0.749 -0.636 0.789
H -0.982 -1.899 1.519
H -0.930 -2.756 0.011
H -2.053 -1.397 0.236
H 1.053 2.735 0.691
H 1.821 1.958 -0.662
H 0.406 6.137 -0.746
H 0.452 5.120 0.670
H -1.847 5.665 -1.238
H -1.797 5.802 0.525
H -1.879 4.205 -0.223
H -2.838 0.722 0.681
H -2.499 2.483 0.669
H -0.941 0.467 2.333
H 0.240 2.368 2.904
H -0.912 3.400 2.031
H -1.213 2.938 3.692
C 2.356 -5.564 1.939
C 3.061 -4.574 2.841
O 4.141 -3.918 2.151
C 3.779 -2.898 1.375
O 2.672 -2.497 1.201
C 5.029 -2.261 0.742
F 5.868 -3.198 0.277
F 5.687 -1.539 1.661
F 4.694 -1.463 -0.260
H 3.069 -6.282 1.531
H 1.594 -6.104 2.499
H 1.875 -5.056 1.104
H 3.526 -5.080 3.684
H 2.369 -3.829 3.232
*
```

- F_max: 1.1 eV Å⁻¹
- HOMO level: -4.110 eV

Löwdin atomic charge list, values in e, 2 entries:
1 C 0.08
2 C -0.16

=====

Density functional theory data (ωB97M-V/def2-TZVPD) for a structure of composition C9H13ClN2 in a non-equilibrium geometry.

```
! RIJCOSX wB97M-V def2-TZVPD def2/J DEFGRID3
* xyz 0 1
C -2.858 -2.540 1.134
C -3.214 -1.068 0.823
C -1.998 -0.088 0.863
C -0.096 -0.056 -0.849
C 0.211 0.052 -2.286
C 1.469 0.326 -2.627
C 2.441 0.945 -1.798
C 2.165 1.136 -0.402
C 0.870 0.595 0.044
H -1.226 -1.471 2.800
H -1.506 -3.937 2.156
H -2.250 -3.018 0.258
H -3.970 -3.030 1.202
H -3.968 -0.710 1.517
H -3.622 -1.009 -0.493
H -2.430 0.841 0.700
H -1.523 -0.348 1.811
H -2.124 -0.878 -0.957
H -0.645 -0.203 -3.146
H 1.412 0.425 -3.774
H 3.333 1.544 -2.153
H 0.717 0.595 1.075
N -2.190 -2.793 2.541
N -1.364 -0.636 -0.334
Cl 2.867 2.316 0.833
*
```

- Energy above the lowest of the compared OMol25 structures with the same formula, charge and spin: 178.2 kcal per mole
- F_max: 5.5 eV Å⁻¹
- HOMO level: -8.260 eV

Löwdin atomic charge list, values in e, 2 entries:
1 C -0.39
2 C -0.23

=====

Density functional theory data (ωB97M-V/def2-TZVPD) for an isolated molecule of C3H2N2S2 in a non-equilibrium geometry.

```
! RIJCOSX wB97M-V def2-TZVPD def2/J DEFGRID3
* xyz 0 3
C -0.747 1.276 0.016
C -3.327 -0.750 -0.097
C 0.272 0.481 -0.038
N -3.425 0.439 0.110
N -3.323 1.688 -0.038
S -3.365 -2.349 -0.012
S -1.878 2.437 -0.035
H 0.713 0.354 1.009
H 0.819 0.218 -0.985
*
```

- Energy above the lowest of the compared OMol25 structures with the same formula, charge and spin: 62.9 kcal per mole
- F_max: 2.6 eV Å⁻¹
- HOMO level (alpha / beta): -6.496 / -9.190 eV

Löwdin atomic charge list, values in e, 2 entries:
1 C -0.52
2 C -0.71

=====

Which formula does entry 1 have? C29H44BBe3Cl2F3N4O10S3

=====

Copy entry 1 word for word.
Density functional theory data (ωB97M-V/def2-TZVPD) for a structure of composition C29H44BBe3Cl2F3N4O10S3 in a non-equilibrium geometry.

```
! RIJCOSX wB97M-V def2-TZVPD def2/J DEFGRID3
* xyz 2 1
O -2.631 1.750 6.083
C -2.507 2.653 5.215
O -1.527 3.420 5.143
C -3.633 2.777 4.144
C -2.961 2.747 2.773
C -2.733 1.332 2.171
C -3.091 0.156 3.102
C -2.223 -1.081 2.697
S -0.904 -1.410 3.890
C 0.095 0.007 3.707
N 0.236 0.776 2.679
N 1.086 1.781 3.016
C 1.455 1.567 4.238
O 0.860 0.456 4.710
N -4.261 4.114 4.404
N -5.681 3.898 4.657
C -5.996 3.867 5.832
S -6.313 3.657 7.339
H -4.420 2.036 4.279
H -2.018 3.278 2.775
H -3.611 3.299 2.083
H -1.704 1.278 1.823
H -3.361 1.229 1.264
H -2.861 0.319 4.154
H -4.174 -0.135 2.898
H -1.674 -0.855 1.685
H -2.801 -2.005 2.665
H 2.122 2.169 4.833
H -3.877 4.470 5.277
C 0.309 7.000 4.198
C -1.119 6.754 3.772
O -1.408 5.314 3.597
H 1.007 6.612 3.457
H 0.488 8.066 4.323
H 0.528 6.495 5.141
H -1.334 7.240 2.824
H -1.821 7.127 4.521
H -1.233 4.814 4.464
Be -1.378 -1.264 0.184
C -0.167 -4.460 -6.232
C -0.042 -3.096 -5.562
C 1.321 -2.859 -4.917
C 1.676 -3.815 -3.777
C 0.674 -3.831 -2.622
C 0.567 -2.479 -1.929
H -0.065 -5.279 -5.516
H -1.143 -4.561 -6.707
H 0.597 -4.580 -7.003
H -0.843 -2.974 -4.822
H -0.203 -2.325 -6.316
H 1.364 -1.826 -4.553
H 2.093 -2.936 -5.686
H 2.664 -3.545 -3.391
H 1.777 -4.831 -4.165
H 0.994 -4.578 -1.891
H -0.311 -4.149 -2.972
H 1.531 -2.157 -1.532
H -0.146 -2.549 -1.077
H 0.198 -1.706 -2.605
B -1.068 -9.408 -6.638
O -0.862 -9.472 -5.093
C -1.435 -8.503 -4.597
O -1.438 -8.271 -3.320
C -2.110 -7.631 -5.654
O -2.726 -6.632 -5.423
O -1.888 -8.172 -6.821
F -1.742 -10.516 -7.037
F 0.141 -9.297 -7.249
C 4.696 0.727 -7.567
C 3.904 1.279 -8.759
C 3.170 0.099 -9.408
S 2.889 -1.100 -8.101
O 3.650 -2.287 -8.387
O 1.481 -1.157 -7.793
C 3.732 -0.184 -6.813
H 5.074 1.524 -6.928
H 5.550 0.149 -7.926
H 3.178 2.014 -8.404
H 4.552 1.780 -9.476
H 2.213 0.397 -9.828
H 3.778 -0.380 -10.173
H 4.230 -0.876 -6.137
H 2.982 0.395 -6.274
Be -3.029 0.509 7.780
Cl -0.425 4.716 2.203
F 4.678 4.189 10.029
C 3.663 3.813 9.246
C 3.182 2.521 9.340
C 2.126 2.135 8.529
C 1.572 3.039 7.631
C 2.072 4.333 7.547
C 3.121 4.727 8.362
H 3.633 1.831 10.040
H 1.735 1.129 8.598
H 0.747 2.735 6.995
H 1.643 5.036 6.844
H 3.520 5.732 8.319
Cl -2.582 -8.612 -2.136
Be -5.577 0.571 2.001
*
```

- F_max: 2.9 eV Å⁻¹
- HOMO level: -12.303 eV

Löwdin atomic charge list, values in e, 2 entries:
1 O -0.16
2 C -0.58

=====

F_max of number 6 (C3H2N2S2)? 2.6 eV Å⁻¹